[1]
C34H40BrN2O2S | the ωB97M-V functional and the def2-TZVPD basis

The LUMO energy comes out at -4.336 eV. The HOMO-LUMO gap is 6.24 eV. As for the net charge: +1. The calculation puts the HOMO energy at -10.57 eV. The value obtained for the total energy is -4551.50653 Eh.

Element x y z (Å)
C (-0.9220, 0.1261, 6.5064)
S (-0.1366, 0.5420, 4.9107)
C (1.4989, -0.1122, 5.4205)
C (-0.5822, -0.7284, 3.8571)
C (-1.7459, -0.6497, 3.0009)
C (-2.3199, -1.9280, 2.4411)
C (-1.8179, -3.1783, 2.8101)
C (-2.3044, -4.3639, 2.2522)
C (-3.2552, -4.3002, 1.2261)
Br (-3.8374, -5.9000, 0.3916)
C (-3.7901, -3.0549, 0.8421)
C (-3.3343, -1.8869, 1.4550)
O (-2.2355, 0.4559, 2.6596)
H (-0.5846, 0.8510, 7.2494)
H (-2.0005, 0.1908, 6.3721)
H (-0.6218, -0.8820, 6.7945)
H (2.0045, 0.7333, 5.8911)
H (1.3684, -0.9294, 6.1358)
H (2.0610, -0.4442, 4.5473)
H (-0.0927, -1.6784, 4.1389)
H (-1.0216, -3.2303, 3.5410)
H (-1.9483, -5.3288, 2.6066)
H (-4.5583, -3.0190, 0.0689)
H (-3.7594, -0.9308, 1.1558)
C (0.4219, 0.6312, -5.1969)
N (-0.1633, 0.9793, -3.9239)
C (-1.5144, 1.2250, -3.8573)
O (-2.2765, 1.3301, -4.8124)
C (-1.8902, 1.2952, -2.3911)
C (-2.7923, 0.1217, -2.0057)
C (-2.1816, -1.1996, -2.4086)
C (-2.3686, -1.6997, -3.7030)
C (-1.7783, -2.9000, -4.0919)
C (-1.0075, -3.6341, -3.1824)
C (-0.8516, -3.1601, -1.8764)
C (-1.4295, -1.9469, -1.4974)
N (-0.5807, 1.2639, -1.7323)
C (-0.4884, 1.0256, -0.4074)
C (0.6392, 0.5052, 0.2281)
C (0.8449, 0.7192, 1.5893)
C (2.1603, 0.8890, 2.1336)
C (2.4232, 1.8428, 3.1555)
C (3.7232, 2.0495, 3.6055)
C (4.7776, 1.2820, 3.0862)
C (4.5423, 0.3692, 2.0453)
C (3.2433, 0.1559, 1.5921)
C (0.5542, 1.2351, -2.6869)
C (1.4675, 2.5291, -2.7659)
C (0.6329, 3.7335, -3.2036)
C (2.5826, 2.2984, -3.7792)
C (2.0929, 2.7901, -1.4064)
H (-0.2118, -0.1232, -5.6842)
H (0.4704, 1.5102, -5.8595)
H (1.4209, 0.2129, -5.0422)
H (-2.3823, 2.2647, -2.2016)
H (-3.0135, 0.1514, -0.9323)
H (-3.7303, 0.2777, -2.5562)
H (-2.9604, -1.1220, -4.4205)
H (-1.9327, -3.2599, -5.1098)
H (-0.5652, -4.5839, -3.4835)
H (-0.2918, -3.7341, -1.1350)
H (-1.2959, -1.5642, -0.4829)
H (-1.3783, 1.2833, 0.1693)
H (1.3926, -0.0282, -0.3658)
H (-0.0158, 0.8936, 2.2275)
H (1.5925, 2.4442, 3.5323)
H (3.9134, 2.7976, 4.3810)
H (5.7866, 1.4076, 3.4780)
H (5.3647, -0.2094, 1.6013)
H (3.0371, -0.5922, 0.8164)
H (1.2103, 0.3750, -2.4612)
H (-0.1539, 3.9701, -2.4783)
H (1.3016, 4.6033, -3.2809)
H (0.1813, 3.5743, -4.1918)
H (3.0841, 1.3375, -3.6086)
H (2.2194, 2.3387, -4.8111)
H (3.3310, 3.0953, -3.6743)
H (2.6653, 1.9182, -1.0649)
H (2.7837, 3.6421, -1.4810)
H (1.3294, 3.0349, -0.6616)

Atomic partial charges in e from the Mulliken method, atoms 1 to 5: atom 1 (C): -1.130, atom 2 (S): 0.353, atom 3 (C): -1.081, atom 4 (C): -0.809, atom 5 (C): 1.041

[2]
C7H19NOSi2 | the ωB97M-V functional and the def2-TZVPD basis

The LUMO energy comes out at 0.813 eV. Its relative energy (zero: lowest compared OMol25 entry of this formula, charge and spin) is 140.1 kcal per mole. Its SMILES is C[Si](C)(C)C#[N+][O-].C[SiH](C)C. The HOMO-LUMO gap is 10.16 eV. As for the net charge: 0. The calculation puts the HOMO energy at -9.34 eV. The value obtained for the total energy is -986.97922 Eh.

Element x y z (Å)
C (-1.7582, 1.0064, 1.1606)
C (-2.0553, 0.3347, -1.9339)
C (-1.9759, 3.1974, -0.9133)
C (3.1533, -1.7621, 1.0910)
C (0.1201, -2.0026, 1.9949)
C (1.0161, -2.1872, -0.9374)
C (0.5921, 1.7290, -0.6834)
N (1.6580, 2.0630, -1.0048)
O (2.7152, 2.5455, -1.2897)
Si (-1.2045, 1.4408, -0.6152)
Si (1.3795, -1.3067, 0.6844)
H (-0.8698, 1.3640, 1.6274)
H (-2.5104, 1.5059, 1.5723)
H (-1.9593, -0.0077, 1.3834)
H (-2.2176, -0.6215, -1.4176)
H (-2.9857, 0.5883, -2.3122)
H (-1.2617, 0.0397, -2.6289)
H (-3.0570, 3.3766, -0.6363)
H (-1.4235, 3.8817, -0.2931)
H (-1.7922, 3.5162, -1.9318)
H (3.2704, -2.7643, 1.1956)
H (3.7373, -1.4555, 0.1610)
H (3.5495, -1.3174, 2.0171)
H (-0.0868, -3.0526, 1.9479)
H (0.5028, -1.6861, 3.0314)
H (-0.8144, -1.4808, 1.9182)
H (0.3430, -2.9157, -0.9722)
H (1.0279, -1.4564, -1.6886)
H (1.8903, -2.8203, -1.1421)
H (1.0168, 0.2477, 0.6154)

Atomic partial charges in e from the Mulliken method, atoms 1 to 5: atom 1 (C): -1.268, atom 2 (C): -1.146, atom 3 (C): -1.154, atom 4 (C): -1.061, atom 5 (C): -0.912

[3]
C5H24N2O7 | the ωB97M-V functional and the def2-TZVPD basis

The LUMO energy comes out at 0.092 eV. Its relative energy (zero: lowest compared OMol25 entry of this formula, charge and spin) is 24.0 kcal per mole. Its SMILES is CCC[C@H](N)C(N)=O.O.O.O.O.O.O. The HOMO-LUMO gap is 9.08 eV. As for the net charge: 0. The calculation puts the HOMO energy at -8.99 eV. The value obtained for the total energy is -841.10943 Eh.

Element x y z (Å)
N (-0.9771, -0.7127, 0.8569)
C (-0.7824, -0.4495, -0.5610)
C (-0.7716, -1.8343, -1.3009)
C (0.1132, -2.9297, -0.6944)
C (1.6094, -2.6029, -0.8304)
C (-1.9508, 0.2570, -1.3010)
N (-1.8400, 1.6123, -1.3593)
O (-2.9788, -0.2955, -1.6488)
H (-0.7782, -1.6554, 1.1193)
H (-1.7261, -0.2340, 1.3078)
H (0.2082, -0.0188, -0.7139)
H (-1.7721, -2.2366, -1.3346)
H (-0.4260, -1.6143, -2.3135)
H (-0.1070, -3.2636, 0.3226)
H (-0.1446, -3.7875, -1.3230)
H (1.8146, -1.6113, -0.4189)
H (2.2462, -3.3495, -0.3824)
H (1.8100, -2.6021, -1.8984)
H (-2.6143, 2.2018, -1.6023)
H (-0.9502, 2.0081, -1.0717)
H (3.2417, 0.7289, 0.2360)
H (2.1797, 0.2951, -0.9501)
O (2.3762, 0.4142, -0.0114)
H (1.5243, 0.6024, -3.2020)
H (2.5664, -0.4508, -3.3981)
O (2.3486, 0.2836, -2.8122)
H (-0.7000, 1.9507, 2.2470)
H (-1.8967, 2.7823, 2.5414)
O (-1.0207, 2.8607, 2.1440)
H (1.7710, 1.0259, 2.9517)
H (0.9811, 0.6196, 1.6889)
O (0.9055, 0.7509, 2.6400)
H (-1.9969, -0.3857, 3.7243)
H (-0.6233, 0.2497, 3.5605)
O (-1.5264, 0.4433, 3.8748)
H (-0.3474, 3.6216, 0.7075)
H (0.5835, 3.7069, -0.5237)
O (-0.3487, 3.6191, -0.2708)

Atomic partial charges in e from the Mulliken method, atoms 1 to 5: atom 1 (N): -0.265, atom 2 (C): 1.106, atom 3 (C): -0.866, atom 4 (C): -0.730, atom 5 (C): -0.575